No. 1
Below is a structure of composition C4H9NO2S at a distorted geometry, with properties calculated with ωB97M-V/def2-TZVPD.

Atoms and positions in Å:
S1 1.091 0.519 0.080
O1 2.173 1.466 0.310
O2 -1.069 -0.774 -0.269
N1 -3.075 0.237 0.078
C1 1.463 -0.295 -1.510
C2 -1.699 0.244 0.039
C3 -1.100 1.518 0.210
C4 1.400 -0.871 1.231
H1 0.655 -1.632 1.038
H2 -3.557 1.119 0.128
H3 2.408 -1.225 1.051
H4 2.514 -0.561 -1.498
H5 1.265 0.421 -2.298
H6 -1.060 1.984 1.185
H7 0.814 -1.155 -1.601
H8 -3.539 -0.508 -0.414
H9 1.314 -0.488 2.242

E_LUMO (alpha / beta): 0.031 / -0.054 Ha
2S+1: 3
Gap between HOMO and LUMO (alpha / beta): 7.6738 / 7.4222 eV
Relative energy (zero: lowest compared OMol25 entry of this formula, charge and spin): 0.550 eV
E_HOMO (alpha / beta): -6.839 / -8.882 eV
Charge: 0

=====

No. 2
Below is an isolated molecule of C5H8N2, with properties calculated with ωB97M-V/def2-TZVPD.

Atoms and positions in Å:
N1 -1.171 0.113 0.115
N2 -0.792 1.293 0.618
C1 0.533 1.246 0.623
C2 2.459 -0.384 -0.098
C3 -0.113 -0.673 -0.206
C4 1.031 0.028 0.109
C5 -2.564 -0.104 -0.203
H1 -2.690 -1.135 -0.540
H2 -0.253 -1.659 -0.634
H3 1.097 2.094 0.994
H4 2.827 -0.095 -1.089
H5 3.113 0.090 0.643
H6 2.580 -1.470 -0.012
H7 -2.873 0.581 -1.001
H8 -3.184 0.075 0.680

E_LUMO: 0.037 Ha
SMILES: Cc1cnn(C)c1
Gap between HOMO and LUMO: 9.8264 eV
Relative energy (zero: lowest compared OMol25 entry of this formula, charge and spin): 0.565 eV
E_HOMO: -8.829 eV
Charge: 0

=====

No. 3
Below is an isolated molecule of C3H7ClN2 at a distorted geometry, with properties calculated with ωB97M-V/def2-TZVPD.

Atoms and positions in Å:
Cl1 2.589 -0.559 -0.115
N1 0.850 1.465 0.305
N2 -0.376 1.334 -0.523
C1 -0.091 -0.154 -0.484
C2 -1.181 -1.078 0.025
C3 1.005 0.007 0.443
H1 -0.161 1.749 -1.423
H2 0.759 -0.300 1.466
H3 -0.946 -2.189 0.105
H4 -1.381 -0.804 1.101
H5 0.346 -0.428 -1.468
H6 0.602 1.930 1.174
H7 -2.015 -0.972 -0.605

E_LUMO: 0.039 Ha
SMILES: C[C@H]1NN[C@@H]1Cl
Gap between HOMO and LUMO: 10.0717 eV
Relative energy (zero: lowest compared OMol25 entry of this formula, charge and spin): 2.243 eV
E_HOMO: -9.007 eV
Charge: 0

=====

No. 4
Below is a structure of composition C41H19F15GeN5RuS3, with properties calculated with ωB97M-V/def2-TZVPD.

Atoms and positions in Å:
Ru1 0.309 1.231 -1.935
Ge1 -1.112 -1.336 0.948
S1 -0.920 3.060 -2.512
S2 -0.520 -0.967 -1.086
S3 2.062 2.155 -3.171
F1 -5.087 -5.981 0.794
F2 -4.097 3.084 1.431
F3 -5.562 -3.653 -0.526
F4 -3.616 0.369 5.241
F5 -2.099 -1.345 3.829
F6 -4.608 2.598 4.050
F7 0.971 -3.450 0.467
F8 3.991 -2.793 3.973
F9 -3.786 -1.650 -0.391
F10 3.249 -4.113 1.723
F11 -1.045 -4.293 2.409
F12 2.432 -0.797 4.955
F13 -2.822 -6.273 2.256
F14 0.175 -0.125 3.718
F15 -2.616 1.376 0.010
N1 -1.851 4.756 -0.708
N2 2.077 0.356 -0.920
N3 -0.114 0.302 -3.844
N4 -0.307 3.320 0.133
N5 0.491 2.241 -0.153
C1 1.923 3.952 4.440
C2 1.533 2.614 2.029
C3 -0.313 -1.285 -6.141
C4 3.197 0.209 1.177
C5 -3.583 2.006 2.020
C6 2.855 -2.471 3.360
C7 -2.321 -2.904 0.972
C8 1.300 -2.782 1.578
C9 -1.379 -1.073 -5.330
C10 -3.338 0.621 3.962
C11 2.845 -0.619 -1.398
C12 -3.849 1.758 3.355
C13 2.238 0.781 0.346
C14 0.670 3.448 4.114
C15 0.472 2.793 2.912
C16 2.061 -1.454 3.856
C17 -2.549 -0.236 3.220
C18 3.161 0.929 -5.347
C19 -2.223 -0.004 1.893
C20 -2.130 -4.097 1.647
C21 -3.502 -2.792 0.254
C22 -2.513 -0.049 -3.375
C23 0.476 -1.767 2.041
C24 3.134 0.070 -6.457
C25 2.022 -0.685 -6.727
C26 -3.043 -5.138 1.594
C27 -4.440 -3.805 0.179
C28 -4.201 -4.991 0.851
C29 -1.265 -0.253 -4.173
C30 0.902 -0.609 -5.874
C31 3.802 -1.247 -0.622
C32 2.472 -3.146 2.213
C33 0.946 0.205 -4.729
C34 2.785 3.132 2.355
C35 2.979 3.800 3.555
C36 -1.008 3.720 -0.897
C37 0.893 -1.119 3.189
C38 1.358 1.900 0.745
C39 2.085 1.013 -4.486
C40 -2.791 1.117 1.309
C41 3.974 -0.825 0.689
H1 4.027 1.552 -5.167
H2 -0.156 3.564 4.803
H3 4.718 -1.293 1.323
H4 -0.507 2.407 2.656
H5 3.609 3.025 1.661
H6 3.995 0.024 -7.110
H7 1.979 -1.332 -7.594
H8 -2.336 -1.535 -5.528
H9 2.073 4.464 5.381
H10 -3.313 0.227 -4.064
H11 -1.781 5.275 0.151
H12 3.954 4.203 3.795
H13 -2.294 5.183 -1.500
H14 -2.405 0.727 -2.631
H15 2.678 -0.894 -2.431
H16 -0.385 -1.931 -7.008
H17 3.314 0.567 2.189
H18 4.395 -2.047 -1.040
H19 -2.798 -0.975 -2.870

E_LUMO (alpha / beta): -0.023 / -0.033 Ha
2S+1: 2
Gap between HOMO and LUMO (alpha / beta): 6.7789 / 6.4096 eV
Relative energy (zero: lowest compared OMol25 entry of this formula, charge and spin): 0.158 eV
E_HOMO (alpha / beta): -7.407 / -7.316 eV
Charge: 0

=====

No. 5
Below is a structure of composition C8H11AsMnN4OS4, with properties calculated with ωB97M-V/def2-TZVPD.

Atoms and positions in Å:
As1 -0.296 1.939 3.356
Mn1 -0.412 -0.247 0.440
S1 0.656 2.834 1.547
S2 -2.524 2.568 3.291
S3 -0.551 -0.138 2.605
S4 -0.147 1.802 -0.046
O1 -1.974 -0.619 -0.545
N1 -2.979 2.001 1.817
N2 -5.321 2.442 -1.878
N3 0.979 -0.819 0.169
N4 -3.418 -0.440 -2.242
C1 3.007 -1.187 1.374
C2 2.540 -2.343 -0.837
C3 -4.552 1.885 -1.229
C4 2.953 0.156 -0.771
C5 2.394 -1.057 -0.023
C6 -3.563 1.164 -0.502
C7 -3.220 1.601 0.758
C8 -2.961 0.009 -1.085
H1 2.096 -3.190 -0.315
H2 4.020 -0.007 -0.922
H3 -4.216 -0.016 -2.691
H4 2.820 1.070 -0.194
H5 3.601 -2.543 -0.980
H6 -2.981 -1.240 -2.669
H7 2.070 -2.239 -1.815
H8 2.551 -2.008 1.926
H9 2.877 -0.263 1.937
H10 4.073 -1.388 1.269
H11 2.476 0.272 -1.744

E_LUMO (alpha / beta): -0.198 / -0.197 Ha
Gap between HOMO and LUMO (alpha / beta): 6.7856 / 6.8318 eV
E_HOMO (alpha / beta): -12.187 / -12.188 eV
Charge: +1

=====

No. 6
Below is a structure of composition C3H8O2, with properties calculated with ωB97M-V/def2-TZVPD.

Atoms and positions in Å:
O1 1.361 1.074 -0.402
O2 -0.549 0.935 1.077
C1 -0.166 -0.731 -0.675
C2 1.207 -0.189 -0.284
C3 -1.218 0.143 0.061
H1 -1.715 0.842 -0.613
H2 -0.260 -1.791 -0.419
H3 -0.281 -0.620 -1.758
H4 0.193 1.403 0.480
H5 0.317 0.107 1.397
H6 2.061 -0.861 -0.458
H7 1.087 -0.519 1.140
H8 -1.973 -0.452 0.578

E_LUMO: 0.031 Ha
Gap between HOMO and LUMO: 10.2068 eV
Relative energy (zero: lowest compared OMol25 entry of this formula, charge and spin): 3.823 eV
E_HOMO: -9.353 eV
Charge: 0

=====

No. 7
Below is a cluster of 2 separate species, C3H12N2OS in total at a distorted geometry, with properties calculated with ωB97M-V/def2-TZVPD.

Atoms and positions in Å:
S1 0.762 1.720 -1.550
O1 -2.310 4.041 -0.368
N1 1.880 -0.275 0.633
N2 0.300 -2.597 1.596
C1 0.078 -1.959 0.306
C2 0.529 -0.517 0.175
C3 0.225 0.029 -1.215
H1 -0.051 2.218 -0.608
H2 1.018 -2.143 2.147
H3 -0.142 0.058 0.839
H4 2.487 -1.032 0.357
H5 0.648 -0.671 -1.949
H6 0.477 -2.509 -0.546
H7 -0.980 -1.998 0.055
H8 -3.083 4.408 -0.818
H9 2.243 0.614 0.334
H10 -2.670 3.207 -0.011
H11 -0.834 -0.045 -1.479
H12 -0.578 -2.550 2.103

E_LUMO: 0.019 Ha
SMILES: NC[C@@H](N)CS.O
Gap between HOMO and LUMO: 9.6152 eV
Relative energy (zero: lowest compared OMol25 entry of this formula, charge and spin): 0.506 eV
E_HOMO: -9.101 eV
Charge: 0

=====

No. 8
Below is a structure of composition C37H31BiI2N8O3S, with properties calculated with ωB97M-V/def2-TZVPD.

Atoms and positions in Å:
Bi1 1.365 0.069 0.632
I1 -5.635 -2.222 3.130
I2 -0.134 -2.510 5.519
S1 3.525 0.753 -0.916
O1 3.405 -4.084 1.994
O2 0.510 -1.157 2.789
O3 2.934 -2.220 0.803
N1 -1.132 -0.028 0.856
N2 0.504 1.939 2.253
N3 3.945 -0.729 2.982
N4 2.787 1.592 -3.292
N5 3.804 -2.114 2.911
N6 1.035 2.216 -0.369
N7 0.770 -0.501 -1.370
N8 1.408 2.312 -1.645
C1 2.442 1.567 -1.997
C2 1.030 5.170 -1.168
C3 -2.759 -2.161 4.015
C4 -0.369 -0.205 -5.407
C5 -0.630 6.750 -1.886
C6 0.249 2.921 4.402
C7 0.218 3.105 1.665
C8 -2.469 -3.971 -0.738
C9 0.513 1.840 3.576
C10 -0.068 -1.455 -3.369
C11 -3.263 0.196 -0.167
C12 -0.536 -2.579 -1.131
C13 3.338 -2.756 1.825
C14 -0.578 -4.107 0.735
C15 0.032 -2.628 -4.112
C16 -3.581 -1.763 2.988
C17 -3.063 -1.045 1.894
C18 0.407 3.188 0.211
C19 -1.857 -4.512 0.384
C20 -0.059 -2.586 -5.496
C21 -0.061 4.135 3.808
C22 0.114 -1.457 -1.881
C23 -3.838 -0.551 0.822
C24 -0.093 4.233 2.428
C25 -1.889 0.452 -0.104
C26 -0.258 -1.376 -6.144
C27 -1.279 4.848 -0.571
C28 -1.810 -3.015 -1.496
C29 3.006 -4.887 0.880
C30 0.078 -3.143 -0.014
C31 -1.662 -0.777 1.848
C32 0.047 4.427 -0.519
C33 -1.394 -1.923 3.945
C34 -0.277 -0.244 -4.025
C35 -1.617 6.004 -1.258
C36 0.692 6.332 -1.841
C37 -0.755 -1.292 2.861
H1 1.077 -2.822 0.256
H2 2.181 2.028 -3.964
H3 3.605 -5.793 0.924
H4 0.201 -3.569 -3.605
H5 -0.365 0.655 -3.428
H6 -4.899 -0.763 0.795
H7 3.183 -4.358 -0.054
H8 -0.306 5.170 1.936
H9 -2.050 4.257 -0.089
H10 0.304 2.816 5.476
H11 -0.265 5.008 4.414
H12 -3.843 0.577 -0.996
H13 -0.891 7.653 -2.422
H14 2.055 4.827 -1.136
H15 0.741 0.856 3.973
H16 3.560 1.023 -3.584
H17 -0.093 -4.535 1.604
H18 4.306 -0.391 2.096
H19 0.025 -3.499 -6.071
H20 -0.331 -1.346 -7.224
H21 3.037 -0.306 3.143
H22 -2.379 -5.247 0.985
H23 -1.390 1.045 -0.863
H24 4.136 -2.631 3.703
H25 1.463 6.910 -2.334
H26 1.948 -5.137 0.958
H27 -3.171 -2.666 4.878
H28 -2.650 6.323 -1.310
H29 -0.528 0.739 -5.914
H30 -2.295 -2.580 -2.362
H31 -3.462 -4.295 -1.024

E_LUMO: -0.019 Ha
Gap between HOMO and LUMO: 6.6206 eV
Relative energy (zero: lowest compared OMol25 entry of this formula, charge and spin): 0.195 eV
E_HOMO: -7.145 eV
Charge: 0

=====

No. 9
Below is a structure of composition C16H18Cl3N5O2V, with properties calculated with ωB97M-V/def2-TZVPD.

Atoms and positions in Å:
V1 -0.459 0.029 -0.605
Cl1 0.633 1.819 -0.623
Cl2 1.688 -1.385 -0.516
Cl3 -0.863 -2.610 -0.891
O1 -4.213 0.173 -1.527
O2 -2.176 0.156 -0.551
N1 -0.304 -1.313 3.274
N2 -0.539 -0.034 3.603
N3 -0.918 0.074 -2.712
N4 -0.264 -1.385 2.008
N5 -0.461 -0.157 1.478
C1 -3.053 0.150 -1.685
C2 -2.846 0.102 -4.163
C3 -0.082 0.072 -3.796
C4 0.725 0.867 5.548
C5 -0.636 0.043 -5.111
C6 1.764 -0.249 5.544
C7 -0.635 0.677 2.489
C8 2.125 0.114 -4.755
C9 -0.627 0.389 5.011
C10 0.809 -2.943 -0.412
C11 -2.228 0.106 -2.920
C12 -2.031 0.054 -5.269
C13 1.320 0.121 -3.650
C14 0.232 0.026 -6.231
C15 1.220 2.106 4.809
C16 1.583 0.056 -6.057
H1 -3.925 0.130 -4.223
H2 1.412 -1.132 6.077
H3 1.264 -3.637 -1.110
H4 0.473 2.903 4.801
H5 0.822 -3.260 0.623
H6 1.500 1.874 3.776
H7 2.246 0.049 -6.910
H8 -2.453 0.033 -6.265
H9 2.113 2.500 5.292
H10 -1.378 1.177 5.052
H11 1.765 0.195 -2.671
H12 3.198 0.164 -4.632
H13 0.518 1.147 6.584
H14 -0.999 -0.480 5.550
H15 2.024 -0.548 4.525
H16 -0.203 -0.001 -7.221
H17 2.681 0.092 6.024
H18 -0.821 1.737 2.436

E_LUMO (alpha / beta): -0.342 / -0.318 Ha
2S+1: 2
Gap between HOMO and LUMO (alpha / beta): 5.9367 / 6.5954 eV
Relative energy (zero: lowest compared OMol25 entry of this formula, charge and spin): 0.052 eV
E_HOMO (alpha / beta): -15.230 / -15.255 eV
Charge: +2

=====

No. 10
Below is a structure of composition C20H44NO14S at a distorted geometry, with properties calculated with ωB97M-V/def2-TZVPD.

Atoms and positions in Å:
S1 -1.455 1.998 4.278
O1 -1.218 2.017 5.693
O2 0.743 0.648 -0.271
O3 -1.219 0.521 3.944
O4 1.053 -4.151 -0.036
O5 -2.753 2.423 3.896
O6 -0.048 -2.211 0.645
O7 -0.625 -1.192 -2.882
O8 2.243 1.145 -1.857
O9 -2.861 0.672 1.094
O10 -5.051 -0.067 1.088
O11 -0.477 2.747 3.524
O12 3.211 3.463 1.265
O13 -1.079 0.851 -3.839
O14 2.470 1.313 1.096
N1 -0.453 0.861 1.280
C1 -0.037 -5.034 0.073
C2 -5.031 -0.805 -0.098
C3 2.987 0.037 -1.545
C4 3.390 2.149 1.295
C5 1.964 5.486 1.315
C6 -6.327 -1.356 -0.512
C7 0.935 -2.809 0.259
C8 0.589 -6.519 -0.025
C9 -1.264 -2.421 -0.938
C10 1.114 1.345 -1.154
C11 2.244 -2.036 0.093
C12 -0.433 -0.102 -3.706
C13 -4.470 1.231 2.905
C14 4.473 0.039 -2.072
C15 -4.025 0.594 1.584
C16 1.929 3.992 1.039
C17 0.411 2.610 -1.458
C18 4.819 1.711 1.472
C19 0.860 -0.342 -4.482
C20 -1.648 -1.191 -1.972
H1 -0.416 -4.960 0.899
H2 -0.237 -7.279 0.002
H3 0.223 0.283 1.558
H4 -1.727 -0.242 -1.402
H5 -6.910 -1.792 0.305
H6 -0.931 -4.932 -0.665
H7 0.564 -1.095 -5.303
H8 1.398 3.454 1.715
H9 4.904 -0.845 -1.729
H10 2.482 6.201 0.625
H11 1.093 -6.529 -0.870
H12 -2.637 -1.325 -2.309
H13 -4.366 2.278 2.577
H14 1.607 3.974 0.018
H15 4.526 0.465 -3.048
H16 -1.904 -2.338 0.136
H17 1.593 -0.973 -3.950
H18 1.193 0.565 -4.869
H19 5.218 1.920 2.385
H20 -0.391 1.757 1.473
H21 -6.286 -2.020 -1.405
H22 -3.644 1.288 3.633
H23 -4.535 -0.171 -0.792
H24 0.755 5.851 1.134
H25 -0.339 -2.313 -0.746
H26 -7.051 -0.448 -0.778
H27 2.935 -2.388 -0.743
H28 -0.637 2.486 -1.616
H29 1.318 -6.895 0.877
H30 0.690 3.161 -0.581
H31 3.119 -0.152 -0.399
H32 -1.375 -3.365 -1.355
H33 2.136 5.618 2.272
H34 2.109 -1.107 -0.271
H35 -4.330 -1.627 -0.093
H36 2.484 -0.944 -1.723
H37 -1.376 0.514 1.523
H38 1.027 3.111 -2.294
H39 5.086 0.647 1.217
H40 -5.298 0.825 3.298
H41 2.919 -2.142 0.910
H42 5.058 0.856 -1.560
H43 -0.318 0.905 0.288
H44 5.341 2.082 0.671

E_LUMO: 0.069 Ha
Gap between HOMO and LUMO: 4.3783 eV
Relative energy (zero: lowest compared OMol25 entry of this formula, charge and spin): 8.244 eV
E_HOMO: -2.488 eV
Charge: -1

=====

No. 11
Below is a cluster of 2 separate species, C6H16N2 in total at a distorted geometry, with properties calculated with ωB97M-V/def2-TZVPD.

Atoms and positions in Å:
N1 -0.147 -2.387 0.369
N2 -0.337 1.317 -0.361
C1 0.407 -1.080 -0.016
C2 -1.205 -0.516 -1.937
C3 2.488 2.854 1.030
C4 0.500 -3.033 1.455
C5 -1.439 2.200 -0.348
C6 -0.701 -0.085 -0.479
H1 1.891 1.925 0.724
H2 0.320 -2.475 2.425
H3 0.385 -4.108 1.624
H4 -2.343 1.911 -0.987
H5 2.566 2.857 2.161
H6 0.849 -0.569 0.864
H7 -2.061 0.061 -2.233
H8 -1.180 3.240 -0.627
H9 -0.415 -0.300 -2.731
H10 3.319 2.988 0.398
H11 1.191 -1.074 -0.760
H12 -1.893 2.280 0.677
H13 1.864 3.612 0.489
H14 1.629 -2.935 1.325
H15 -1.513 -1.604 -1.862
H16 -1.523 -0.358 0.223

E_LUMO: -0.100 Ha
Gap between HOMO and LUMO: 4.3767 eV
Relative energy (zero: lowest compared OMol25 entry of this formula, charge and spin): 7.326 eV
E_HOMO: -7.099 eV
Charge: 0